1.
ORCA calculation (ωB97M-V/def2-TZVPD) on 3 unconnected molecules or ions with the total composition C4H14NO2 at a distorted geometry.

```
21
Properties=species:S:1:pos:R:3:forces:R:3:mulliken_charge:R:1
C 1.846 -1.819 0.938 0.648 -0.010 -0.718 -1.454
C 0.916 -1.024 0.020 -0.359 0.737 0.465 -0.528
C 0.981 0.461 0.322 0.068 -0.147 0.938 -0.483
C -0.997 0.785 -1.036 -0.515 -0.742 1.587 -0.213
N -0.102 1.285 -0.262 -1.280 -0.990 1.127 -0.021
H 1.844 -2.850 0.594 0.049 -0.100 0.213 0.350
H 2.885 -1.484 0.990 -0.087 0.108 -0.307 0.373
H 1.469 -1.779 1.950 -0.210 -0.089 0.234 0.372
H 0.979 -1.108 -1.060 0.538 -0.723 -0.036 0.555
H -0.054 -1.438 0.315 -0.275 0.357 -0.355 0.352
H 0.907 0.595 1.401 -0.097 0.218 0.117 0.372
H 1.923 0.938 0.051 0.045 -0.112 -0.282 0.337
H -1.065 -0.304 -0.994 0.622 -0.044 -1.645 0.307
H -1.869 1.343 -1.345 0.104 0.392 0.007 0.331
H -0.505 1.928 0.437 0.802 1.362 -1.144 0.328
H -0.716 -3.505 -2.409 -0.240 0.038 0.178 0.304
H 0.695 -3.315 -1.972 0.038 0.069 0.210 0.312
O -0.202 -3.058 -1.723 0.090 -0.221 -0.534 -0.604
H -3.594 4.519 0.818 -0.050 0.349 0.138 0.326
H -2.579 5.349 1.670 -0.258 0.079 -0.106 0.329
O -2.763 4.482 1.298 0.369 -0.529 -0.086 -0.644
```
Forces are in eV/Å.

Properties
* energy relative to the best compared isomer or geometry (same formula, charge and spin): 62.7 kcal per mole
* electronic energy: -9952.0411 eV
* net charge: +1
* Kohn-Sham gap: 9.0 eV



2.
ORCA calculation (ωB97M-V/def2-TZVPD) on C3H10N2 in the gas phase at a distorted geometry.

```
15
Properties=species:S:1:pos:R:3:forces:R:3:mulliken_charge:R:1
C 0.945 1.136 -1.914 -0.671 0.944 0.593 -0.901
N 0.158 0.107 -1.266 -0.429 -1.050 0.878 -0.402
C 0.183 0.132 0.217 1.662 -1.468 0.690 -0.425
C -0.810 -0.865 0.931 2.375 -0.458 -4.352 -0.601
N -0.898 -0.644 2.270 -2.006 -0.910 4.962 -0.533
H 1.912 1.229 -1.421 0.156 0.739 0.078 0.341
H 1.133 0.890 -2.917 0.374 -0.963 -1.399 0.367
H 0.381 2.093 -2.095 0.569 -0.621 1.107 0.251
H 0.570 -0.801 -1.520 -0.436 0.545 -0.032 0.243
H 1.271 -0.250 0.611 -2.217 1.552 -0.619 0.234
H -0.101 1.097 0.612 0.496 0.625 -0.178 0.345
H -0.224 -1.782 0.870 -0.597 -0.609 -0.475 0.259
H -1.685 -0.928 0.293 -0.639 -0.078 0.074 0.343
H -1.314 -1.518 2.742 1.036 1.838 -0.817 0.256
H -1.520 0.105 2.589 0.326 -0.085 -0.512 0.223
```
Forces are in eV/Å.

Properties
* energy relative to the best compared isomer or geometry (same formula, charge and spin): 33.7 kcal per mole
* electronic energy: -6251.9679 eV
* SMILES: CNCCN
* Kohn-Sham gap: 9.9 eV



3.
ORCA calculation (ωB97M-V/def2-TZVPD) on a molecular structure, C52H38BrF4N3OP3Se2Tl at a distorted geometry.

```
105
Properties=species:S:1:pos:R:3:forces:R:3:mulliken_charge:R:1
Tl -0.784 -0.280 -2.348 -0.367 -0.463 -0.620 1.334
F -1.476 -4.574 -8.065 -0.046 -0.094 0.072 -0.267
C -1.408 -4.394 -6.758 0.107 0.079 0.425 0.515
C -2.394 -4.903 -5.912 0.175 0.131 0.124 0.177
F -3.411 -5.584 -6.420 0.085 -0.004 0.026 -0.270
C -2.304 -4.689 -4.535 0.357 0.111 -0.214 0.220
F -3.222 -5.242 -3.742 -0.042 -0.066 -0.239 -0.388
C -1.287 -3.913 -3.980 -0.283 0.014 0.142 0.139
P -1.222 -3.433 -2.191 0.254 -0.010 -0.344 0.292
C -0.588 -4.963 -1.425 -0.489 0.309 0.004 0.591
C 0.793 -5.054 -1.255 -0.239 0.079 0.032 -0.340
C 1.345 -6.208 -0.731 0.036 -0.088 0.052 -0.549
C 0.524 -7.258 -0.349 0.020 0.061 -0.032 -0.639
C -0.850 -7.149 -0.498 -0.182 -0.141 0.068 -0.734
C -1.421 -6.012 -1.040 0.336 0.015 -0.073 -0.142
C -2.972 -3.231 -1.751 0.084 -0.138 0.052 0.559
C -3.408 -3.524 -0.458 0.112 0.091 -0.277 -1.018
C -4.738 -3.347 -0.128 -0.199 0.150 0.068 -0.776
C -5.633 -2.850 -1.062 -0.007 0.030 0.004 -0.681
C -5.187 -2.490 -2.326 -0.113 0.108 0.163 -0.845
C -3.860 -2.657 -2.664 0.198 -0.116 0.181 -0.634
C -0.305 -3.433 -4.845 -0.230 -0.132 -0.098 0.194
Br 1.125 -2.416 -4.162 0.286 0.012 -0.347 -0.059
C -0.337 -3.691 -6.208 -0.163 0.035 0.297 0.095
F 0.638 -3.241 -6.988 -0.124 -0.046 -0.211 -0.313
H 1.431 -4.223 -1.527 0.022 0.059 -0.068 0.228
H 2.415 -6.274 -0.617 0.150 -0.073 0.040 0.511
H 0.948 -8.161 0.063 0.052 -0.057 0.038 0.411
H -1.500 -7.954 -0.195 0.001 -0.191 0.047 0.435
H -2.493 -5.957 -1.167 0.010 0.041 -0.042 0.452
H -2.714 -3.902 0.279 0.053 -0.158 0.025 0.724
H -5.081 -3.604 0.861 -0.071 -0.050 0.149 0.491
H -6.672 -2.729 -0.805 -0.139 -0.013 0.040 0.450
H -5.876 -2.082 -3.048 -0.109 0.055 -0.087 0.469
H -3.524 -2.365 -3.649 0.033 -0.073 -0.114 0.558
Se 0.816 5.391 3.104 -0.003 0.379 0.451 0.113
P 1.049 4.738 1.069 0.405 -0.605 -1.982 0.931
C 2.782 4.498 0.593 -0.412 0.293 0.412 0.654
C 3.061 4.208 -0.741 0.051 0.058 -0.240 -0.340
C 4.356 3.901 -1.107 0.037 0.041 0.026 -1.005
C 5.367 3.877 -0.157 -0.022 0.030 0.053 -0.575
C 5.087 4.187 1.164 0.063 -0.038 0.106 -0.698
C 3.795 4.509 1.546 -0.072 -0.012 0.053 -0.482
C 0.200 5.864 -0.072 0.136 0.059 0.819 0.615
C 0.868 6.645 -1.004 0.165 0.071 0.121 -0.396
C 0.122 7.419 -1.878 0.141 -0.003 -0.073 -0.724
C -1.262 7.402 -1.829 -0.015 -0.055 0.029 -0.548
C -1.922 6.618 -0.891 0.006 -0.049 0.020 -0.777
C -1.191 5.865 0.007 -0.105 -0.008 0.105 -0.366
C 0.275 3.175 0.589 -0.296 -0.230 0.441 0.386
C -0.543 2.110 0.985 -0.102 -0.216 -0.030 -0.209
N -0.695 1.336 -0.113 -0.473 -0.126 0.773 0.469
N -0.036 1.883 -1.102 -0.088 -0.295 -0.154 -1.072
N 0.540 2.965 -0.709 0.387 0.815 -0.160 -0.177
P -1.398 1.397 2.389 0.710 1.556 0.754 0.690
Se -2.231 -0.399 1.539 -0.292 -0.527 -0.387 0.004
C -2.640 2.556 3.028 0.152 -0.690 -0.146 0.908
C -3.989 2.329 2.783 0.036 -0.062 -0.089 -0.513
C -4.920 3.250 3.230 -0.087 0.086 0.020 -0.694
C -4.508 4.384 3.912 0.001 -0.037 -0.022 -0.612
C -3.163 4.585 4.186 0.123 0.013 -0.019 -0.790
C -2.223 3.666 3.755 0.157 -0.108 0.038 -0.383
C -0.176 1.063 3.686 -0.451 -0.018 -0.261 0.429
C 1.047 1.721 3.730 -0.111 0.137 -0.110 0.628
C 1.946 1.421 4.737 0.107 0.110 0.005 -0.967
C 1.640 0.458 5.686 -0.026 -0.004 -0.098 -0.656
C 0.418 -0.198 5.638 -0.019 -0.055 0.103 -0.789
C -0.498 0.110 4.648 -0.016 0.079 -0.107 -0.618
H 2.267 4.198 -1.474 0.180 0.021 0.031 0.538
H 4.570 3.679 -2.140 0.072 -0.031 -0.140 0.461
H 6.377 3.626 -0.447 0.063 -0.013 -0.023 0.461
H 5.872 4.169 1.905 0.063 0.050 0.025 0.443
H 3.583 4.770 2.576 0.027 -0.015 -0.008 0.382
H 1.947 6.649 -1.058 0.013 0.035 0.023 0.500
H 0.637 8.027 -2.606 -0.001 0.071 -0.078 0.433
H -1.830 8.002 -2.522 -0.050 0.044 -0.075 0.414
H -2.999 6.583 -0.874 -0.111 0.080 0.068 0.456
H -1.686 5.275 0.773 -0.097 -0.035 -0.133 0.334
H -4.302 1.437 2.256 -0.063 0.080 -0.045 0.420
H -5.969 3.081 3.046 -0.118 -0.016 -0.025 0.435
H -5.235 5.111 4.242 -0.072 0.020 0.051 0.440
H -2.839 5.450 4.743 -0.019 0.113 0.070 0.464
H -1.174 3.804 3.986 -0.195 -0.048 0.047 0.510
H 1.296 2.465 2.980 0.087 -0.150 -0.011 0.056
H 2.891 1.940 4.773 0.137 0.027 0.029 0.506
H 2.358 0.216 6.456 0.006 -0.015 0.060 0.451
H 0.182 -0.949 6.374 -0.053 -0.075 0.094 0.458
H -1.460 -0.386 4.608 0.004 -0.115 0.093 0.522
C 1.625 -0.839 1.314 -0.271 0.150 -0.099 -0.869
C 1.886 -1.422 -0.046 -0.315 0.194 0.068 0.110
O 1.079 -1.283 -0.962 0.591 0.022 0.427 -0.450
C 3.147 -2.149 -0.237 0.491 -0.421 -0.397 0.654
C 3.649 -2.287 -1.536 -0.183 0.118 0.252 -0.178
C 4.817 -2.984 -1.773 0.010 0.002 -0.033 -0.792
C 5.511 -3.549 -0.713 -0.113 0.055 0.098 -0.473
C 5.023 -3.419 0.581 0.077 -0.108 0.029 -0.822
C 3.850 -2.730 0.824 -0.257 0.199 -0.195 -0.240
H 0.755 -0.190 1.270 0.059 -0.087 -0.065 -0.552
H 2.484 -0.275 1.669 0.142 -0.002 0.031 0.593
H 1.425 -1.633 2.028 -0.001 -0.147 0.139 0.524
H 3.105 -1.814 -2.340 0.043 -0.035 -0.069 0.466
H 5.185 -3.089 -2.782 0.065 0.017 -0.088 0.454
H 6.429 -4.089 -0.888 0.056 -0.044 -0.032 0.433
H 5.554 -3.868 1.406 0.059 -0.050 0.047 0.433
H 3.464 -2.675 1.831 0.021 0.053 0.098 0.401
```
Forces are in eV/Å.

Properties
* energy relative to the best compared isomer or geometry (same formula, charge and spin): 55.1 kcal per mole
* electronic energy: -305208.0686 eV
* net charge: +2
* Kohn-Sham gap (spin up / spin down): 4.2 / 3.5 eV



4.
ORCA calculation (ωB97M-V/def2-TZVPD) on a molecular structure, C9H24GaIOP2 at a distorted geometry.

```
38
Properties=species:S:1:pos:R:3:forces:R:3:mulliken_charge:R:1
C 0.347 0.120 -2.771 1.100 1.288 -0.895 -1.233
I -2.352 -0.965 -2.529 -0.262 0.430 -0.012 0.088
H 1.175 0.134 -2.028 0.789 -0.099 -1.067 0.335
H 0.156 1.183 -3.033 -0.055 -0.979 -0.039 0.451
H 0.635 -0.416 -3.704 -0.649 -0.243 1.119 0.370
Ga -0.501 0.037 -0.971 -0.340 -0.538 0.722 1.089
P 0.439 2.546 -0.713 -0.765 1.970 -0.040 0.407
C -1.060 3.554 -1.052 -0.241 -0.622 -0.087 -1.170
C 1.059 3.317 0.819 0.263 -0.811 0.582 -1.110
H 1.006 4.427 0.797 -0.084 -0.741 -0.251 0.423
H 1.713 4.122 -2.108 -0.202 -0.100 0.215 0.416
H 2.107 2.995 0.949 -0.424 0.241 0.142 0.379
H 2.593 2.614 -1.729 -0.112 0.168 -0.201 0.392
H -1.835 3.329 -0.301 0.243 0.174 -0.241 0.370
H 0.461 2.932 1.671 0.387 0.367 -0.334 0.346
C 1.617 3.037 -2.001 0.378 -0.714 -0.018 -1.139
H -0.821 4.628 -1.026 0.034 -0.364 0.011 0.472
H 1.307 2.603 -2.953 0.244 0.324 0.000 0.407
H -1.454 3.288 -2.042 -0.003 0.176 0.189 0.341
P 0.535 -2.480 -0.255 -0.591 -2.114 -0.173 0.486
C -0.965 -3.528 -0.440 -0.389 0.680 -0.297 -1.190
C 1.678 -3.239 -1.435 0.465 0.765 -0.380 -1.151
H 2.206 -2.764 1.432 -0.351 -0.225 0.160 0.392
H 1.109 -4.201 1.419 -0.103 0.650 -0.318 0.418
H 0.576 -2.633 2.157 0.312 -0.375 -0.222 0.354
C 1.159 -3.096 1.339 0.327 1.037 0.692 -1.154
H 2.670 -2.805 -1.245 -0.132 -0.259 -0.210 0.393
H 1.729 -4.333 -1.344 -0.173 0.318 0.180 0.420
H -0.719 -4.584 -0.262 0.068 0.362 0.019 0.460
H -1.368 -3.398 -1.453 0.162 -0.300 0.375 0.277
H 1.371 -2.972 -2.450 0.120 -0.141 0.013 0.318
H -1.738 -3.192 0.266 0.148 -0.234 -0.110 0.356
C -5.817 0.196 1.852 -3.602 -1.836 -3.636 0.169
O -6.599 -0.200 1.072 3.619 1.835 3.625 -0.168
C -0.762 0.107 1.023 -0.032 -0.242 1.198 -1.305
H 0.281 0.074 1.434 -1.082 0.019 -0.173 0.400
H -1.359 -0.802 1.284 0.553 0.782 -0.114 0.450
H -1.297 1.033 1.335 0.379 -0.650 -0.424 0.438
```
Forces are in eV/Å.

Properties
* electronic energy: -90805.2066 eV
* net charge: +2
* Kohn-Sham gap (spin up / spin down): 5.1 / 6.8 eV



5.
ORCA calculation (ωB97M-V/def2-TZVPD) on 20 unconnected molecules or ions with the total composition H39O20 at a distorted geometry.

```
59
Properties=species:S:1:pos:R:3:forces:R:3:mulliken_charge:R:1
O -2.143 -1.367 2.572 -4.100 -1.255 1.763 -0.547
H 3.944 1.360 4.129 1.160 -4.162 -0.595 0.332
O -2.236 3.589 -1.988 -4.745 2.461 -4.817 -0.598
H -3.253 3.741 -1.893 3.086 -0.588 0.090 0.304
H -1.904 3.290 -1.226 1.515 -1.885 4.913 0.273
O 3.614 -2.051 -0.127 -1.397 0.609 0.282 -0.542
H 0.108 2.498 -2.795 -0.181 0.333 0.595 0.383
H 3.171 -1.162 -0.065 -0.491 -1.779 -0.056 0.235
O 1.585 -0.356 -0.043 -2.665 -0.423 -1.838 -0.133
H 1.703 0.374 0.513 0.725 1.769 1.384 0.175
H 0.514 -1.990 1.383 0.023 0.158 3.119 0.423
O 0.355 -1.839 2.411 0.039 -0.013 -2.904 -0.665
H 0.848 3.201 -5.017 -3.200 0.064 -0.423 0.269
H 4.490 -1.797 0.080 1.721 -0.004 0.056 0.354
O -4.389 -0.769 0.012 -0.865 4.103 0.920 -0.635
H -2.107 -2.167 3.176 0.807 1.693 -1.719 0.259
H -1.367 -1.068 2.189 2.894 -0.013 0.236 0.385
O -4.273 1.890 4.107 -3.036 -2.357 -2.400 -0.659
H -1.538 -0.744 0.511 1.889 1.726 -3.085 -0.008
H -4.479 1.257 3.290 1.143 2.158 2.738 0.338
O -0.395 1.410 1.519 2.059 -1.193 -0.416 -0.723
H -3.377 2.131 4.064 1.957 0.113 -0.319 0.313
H 4.103 0.028 -1.046 0.219 0.065 -1.210 0.339
O -4.378 -2.941 1.992 0.156 -2.658 3.058 -0.571
H -4.085 -3.003 1.125 0.359 0.774 -2.098 0.263
H -4.961 -2.271 2.275 -0.587 1.436 -0.702 0.301
O 4.298 0.345 3.918 -2.565 4.162 1.904 -0.644
H 4.950 0.574 3.289 1.375 0.004 -1.326 0.308
H -2.144 1.113 -2.579 1.674 -0.501 -2.355 0.381
O 1.698 3.277 -4.709 4.222 0.521 0.202 -0.639
H 0.521 -0.201 -0.286 1.814 -1.344 0.143 0.259
H 1.817 3.750 -3.879 -1.167 0.043 -0.167 0.351
O -1.994 -1.746 -1.988 1.993 -1.562 0.472 -0.720
H 1.234 -1.769 2.767 0.658 -0.074 -0.049 0.232
H -4.560 -1.621 -0.212 -0.532 -3.762 -1.173 0.245
O -1.478 0.921 -3.356 -1.617 1.079 2.370 -0.634
H -0.749 0.609 -2.811 0.121 -0.550 -0.081 0.235
H -0.155 0.601 0.903 -1.570 2.074 1.403 0.125
O 0.797 2.928 -2.254 -0.957 0.970 2.996 -0.630
H 0.463 1.615 1.959 -0.925 -0.059 -0.312 0.276
H 0.387 3.239 -1.336 1.048 -1.300 -3.252 0.258
O 2.881 1.012 -3.857 5.635 5.104 -3.223 -0.620
H 2.313 0.502 -3.455 -4.950 -3.649 3.631 0.256
H 2.772 1.982 -3.649 -0.489 -2.159 -0.348 0.365
O 1.441 -3.772 0.818 -1.462 -0.150 0.604 -0.608
H 0.995 -3.918 -0.017 0.211 0.042 -0.408 0.302
H -1.502 -1.197 -1.188 -1.550 0.332 -1.167 0.339
O 5.055 -0.097 -1.132 2.078 0.279 -1.828 -0.669
H 2.352 -3.974 0.710 1.177 0.078 -0.558 0.250
H 5.406 -0.155 -2.102 -1.923 0.323 2.667 0.308
O 0.840 -2.384 -2.422 -1.502 2.778 0.155 -0.627
H -3.457 -0.656 0.075 1.221 0.001 -0.056 0.318
H 1.636 -1.866 -2.575 0.631 -0.440 0.108 0.288
O -0.828 1.338 4.615 3.251 -2.621 5.469 -0.638
H -0.090 0.571 4.879 -3.051 3.017 -0.364 0.331
H -0.743 1.180 3.740 -0.322 -0.418 -5.255 0.329
O -1.062 -0.276 -0.336 -0.911 -1.517 3.497 -0.657
H -2.836 -1.590 -2.362 -0.958 0.896 -0.021 0.220
H 0.194 -1.581 -2.315 0.861 -2.727 -0.249 0.245
```
Forces are in eV/Å.

Properties
* energy relative to the best compared isomer or geometry (same formula, charge and spin): 193.7 kcal per mole
* electronic energy: -41580.4018 eV
* net charge: -1
* Kohn-Sham gap: 8.6 eV